1.
78
Properties=species:S:1:pos:R:3:forces:R:3:nbo_charge:R:1 method="wB97M-V/def2-TZVPD" homo_energy_ev=-8.12 smiles="CCCCN(CC)CCCNC(=O)c1cn(C)c2ccc(S(=O)(=O)N(C)C3CCCCC3)cc2c1=O"
C 2.016758 2.514772 -2.016200 0.0003 0.1829 0.1774 -0.611
C 2.098597 2.952144 -0.557972 -0.0378 -0.2754 -0.0376 -0.388
C 2.672713 1.868759 0.354696 0.1535 0.2365 -0.1666 -0.402
C 4.133553 1.547748 0.033709 -0.2077 0.0048 0.1741 -0.220
N 4.806220 0.890994 1.142182 0.0634 0.0626 0.0148 -0.454
C 6.254647 0.956184 1.040145 0.0373 0.2364 0.1016 -0.211
C 6.784071 2.304134 1.525579 -0.0227 -0.2787 -0.1236 -0.608
C 4.297534 -0.427898 1.459785 0.0871 -0.1888 -0.2139 -0.210
C 4.561970 -1.529436 0.416284 -0.1266 0.0733 0.3008 -0.432
C 3.951122 -2.864654 0.838718 0.3283 -0.1223 -0.2396 -0.223
N 2.512999 -2.841803 0.741955 0.0739 0.3773 0.2562 -0.615
C 1.812136 -3.737427 0.035165 -0.2305 0.0485 0.0609 0.673
O 2.300778 -4.691681 -0.551640 0.0946 -0.2578 -0.1649 -0.663
C 0.329743 -3.506735 0.029425 -0.0017 -0.0308 -0.0253 -0.315
C -0.417046 -4.473491 -0.569550 0.3953 0.1771 0.1122 0.146
N -1.758642 -4.465060 -0.675500 0.2214 -0.0048 0.0276 -0.350
C -2.431549 -5.555725 -1.342741 -0.2705 -0.2989 -0.1813 -0.403
C -2.473296 -3.426488 -0.123506 -0.1210 0.5929 0.3183 0.184
C -3.875839 -3.387590 -0.176296 -0.0217 -0.0223 -0.0487 -0.259
C -4.566164 -2.342866 0.395565 -0.0248 -0.1464 -0.0748 -0.151
C -3.878847 -1.320930 1.036798 -0.2648 0.5115 0.3402 -0.358
S -4.804211 0.059519 1.720314 -0.0721 0.1200 -0.1776 2.343
O -4.017491 0.661428 2.752112 0.3057 -0.0223 -0.1647 -0.932
O -6.124980 -0.404637 2.029669 0.0241 -0.1719 -0.2959 -0.943
N -4.935828 1.147357 0.476066 -0.0911 -0.6153 1.0312 -0.676
C -5.919007 0.843812 -0.530507 -0.3223 -0.2483 -0.1940 -0.428
C -3.725570 1.860356 0.115575 0.3706 0.3267 -0.2235 -0.061
C -3.020301 1.309888 -1.127144 0.1367 -0.0643 0.2662 -0.415
C -1.692305 2.036281 -1.321806 -0.1905 0.0693 -0.3059 -0.400
C -1.922892 3.536932 -1.473015 0.1984 -0.0373 0.2537 -0.397
C -2.670484 4.092082 -0.263995 -0.1684 0.0522 -0.3157 -0.398
C -3.993534 3.357036 -0.066199 0.1912 -0.1385 0.3241 -0.396
C -2.508712 -1.336138 1.100716 0.0888 -0.0643 0.0389 -0.141
C -1.782460 -2.378790 0.519058 -0.3032 0.0195 -0.0129 -0.104
C -0.312605 -2.344495 0.605300 -0.0123 -0.2183 -0.1525 0.509
O 0.274178 -1.393721 1.120768 -0.0950 0.1358 0.1069 -0.628
H 1.509102 3.269456 -2.613430 -0.0344 0.0301 -0.1359 0.206
H 1.463676 1.581834 -2.099865 -0.0633 -0.1395 -0.0633 0.201
H 3.009259 2.365233 -2.433282 0.0845 -0.0523 -0.1177 0.203
H 1.095981 3.205484 -0.206614 -0.0158 0.0940 0.0314 0.197
H 2.711143 3.853891 -0.483565 -0.0291 0.0740 0.0647 0.193
H 2.054469 0.973634 0.268235 -0.0804 -0.0803 0.0658 0.202
H 2.626797 2.212149 1.389701 -0.0025 -0.0757 0.0639 0.214
H 4.656130 2.490731 -0.141136 0.0028 0.0017 -0.0926 0.193
H 4.199517 0.957768 -0.895570 0.0538 0.0763 -0.0094 0.163
H 6.606198 0.771784 0.010723 0.0145 -0.0977 0.0802 0.165
H 6.673283 0.175627 1.679762 0.0040 -0.0514 -0.0733 0.192
H 6.406326 2.505774 2.523953 -0.0194 0.0310 0.1073 0.212
H 7.870853 2.286828 1.554173 0.1409 0.0820 -0.0172 0.206
H 6.472503 3.113361 0.870847 -0.0073 0.1250 -0.0517 0.199
H 4.750572 -0.729315 2.410147 -0.0968 -0.0508 0.0062 0.192
H 3.223832 -0.329416 1.625205 -0.0571 -0.0581 0.1063 0.197
H 5.638158 -1.659782 0.289452 0.0421 0.0145 -0.0361 0.206
H 4.138744 -1.240507 -0.547002 0.0440 -0.0330 -0.0889 0.204
H 4.245030 -3.095490 1.870167 0.0428 -0.0510 -0.0871 0.186
H 4.297209 -3.672234 0.187886 0.0003 0.0940 0.1844 0.235
H 2.005130 -2.062164 1.150559 -0.1367 -0.1763 -0.1304 0.434
H 0.109563 -5.316461 -0.998348 -0.0315 -0.0248 -0.0299 0.245
H -1.689555 -6.262603 -1.706571 -0.0195 0.0699 0.0366 0.227
H -3.099821 -6.075524 -0.653537 0.0086 0.0058 -0.0426 0.211
H -3.009347 -5.188434 -2.192939 0.0085 -0.0324 0.0281 0.211
H -4.427616 -4.177434 -0.658189 -0.0437 -0.0831 -0.0434 0.225
H -5.643793 -2.308611 0.379029 -0.1396 -0.1058 -0.0486 0.244
H -6.769128 0.403800 -0.014582 -0.1267 0.0613 -0.2335 0.243
H -5.549463 0.138497 -1.284651 -0.0319 0.0489 -0.0458 0.180
H -6.237960 1.761740 -1.022389 0.0143 0.0041 -0.0106 0.211
H -3.071984 1.739238 0.984085 0.1415 0.1720 -0.1507 0.231
H -2.848115 0.236205 -1.019645 -0.0640 0.0060 -0.0874 0.211
H -3.649674 1.469932 -2.005708 -0.0579 -0.0422 -0.0680 0.196
H -1.186775 1.648180 -2.208345 0.0774 -0.0438 0.0529 0.211
H -1.049828 1.847117 -0.459997 0.1253 -0.0459 0.0575 0.202
H -0.965608 4.049039 -1.584525 0.0156 0.0463 -0.0844 0.210
H -2.507774 3.722927 -2.377148 -0.0016 0.0368 -0.0813 0.193
H -2.056005 3.970492 0.630087 0.0497 0.0497 0.0836 0.199
H -2.857480 5.158974 -0.400574 0.0389 0.0199 0.0879 0.211
H -4.633612 3.515787 -0.936607 -0.0897 0.0156 -0.0562 0.190
H -4.513466 3.734995 0.814378 -0.0758 0.0015 0.0009 0.221
H -1.971719 -0.552396 1.612304 0.1293 0.0637 0.0422 0.265

2.
83
Properties=species:S:1:pos:R:3:forces:R:3:lowdin_charge:R:1 method="wB97M-V/def2-TZVPD" homo_energy_ev=-8.92 smiles="C#CCC1=C(c2ccccn2)C(=O)OC1=O.CN(C)C=O.CN(C)C=O.CN(C)C=O.CN(C)C=O.CN(C)C=O"
C -3.291473 -0.981121 4.942304 0.0525 0.1541 -0.0641 0.125
C -2.224587 -1.514110 5.042912 -0.1013 -0.0644 0.0391 -0.119
C -0.906593 -2.138878 5.173564 -0.0648 0.1928 0.0608 -0.111
C 0.158148 -1.111521 4.954893 0.0479 -0.0621 -0.2441 -0.062
C 0.686692 -0.698523 3.807552 0.0467 0.0375 0.0624 -0.014
C 0.390885 -1.120690 2.422506 0.1389 -0.2492 0.0282 -0.245
C -0.464764 -0.358397 1.647412 -0.2310 0.3256 -0.1425 0.000
C -0.731126 -0.748110 0.341378 0.3503 -0.3649 0.1096 -0.037
C -0.104138 -1.897175 -0.115978 -0.2789 0.2862 -0.0919 -0.065
C 0.720108 -2.594097 0.746022 0.2047 -0.4341 0.0230 -0.137
N 0.983820 -2.243748 2.002617 -0.2809 0.2861 -0.0425 0.138
C 1.705573 0.341642 4.127426 -0.0147 0.0816 -0.0557 -0.363
O 2.490977 0.879175 3.420926 -0.1049 0.1046 0.0396 0.200
O 1.630185 0.600213 5.492632 0.2788 -0.1433 0.0449 0.138
C 0.797982 -0.341777 6.053545 -0.0334 -0.0051 0.1608 -0.384
O 0.683372 -0.473885 7.231346 -0.1054 0.0471 -0.0513 0.174
H -4.209697 -0.456322 4.835151 -0.0552 -0.0808 0.0296 0.028
H -0.796679 -2.925767 4.427314 0.0182 -0.0930 0.0769 0.129
H -0.812017 -2.554416 6.177456 0.0693 -0.1166 -0.0465 0.130
H -0.916875 0.530710 2.068522 0.0090 0.0081 0.0041 0.122
H -1.389046 -0.193554 -0.311930 -0.0694 0.0441 0.0808 0.099
H -0.251062 -2.254475 -1.123313 0.0028 0.0185 -0.0129 0.092
H 1.190829 -3.501713 0.390636 0.0849 -0.0005 0.0519 0.098
C 5.327686 -4.713139 -2.111001 -0.0699 -0.0145 -0.0408 -0.059
N 3.946713 -4.340893 -2.336019 0.0389 -0.0482 -0.0034 -0.197
C 3.123815 -5.149798 -3.218136 -0.0075 0.0502 0.0222 -0.042
C 3.392001 -3.260483 -1.755192 -0.0074 0.1002 0.0136 -0.339
O 2.237023 -2.911164 -1.915374 0.0178 -0.1030 -0.0742 0.005
H 5.887064 -4.710334 -3.048460 0.0244 0.0045 0.0105 0.090
H 5.393424 -5.709031 -1.668537 0.0234 0.0029 0.0118 0.089
H 5.788351 -4.000180 -1.430076 0.0037 0.0028 0.0036 0.083
H 2.753750 -4.551771 -4.051164 -0.0052 -0.0106 -0.0084 0.093
H 2.261649 -5.546190 -2.680771 -0.0031 -0.0134 -0.0099 0.090
H 3.720232 -5.974213 -3.601469 0.0044 -0.0015 0.0006 0.085
H 4.091118 -2.706851 -1.106917 -0.0017 -0.0043 0.0003 0.139
C -5.038148 -4.771705 -2.112289 0.0737 0.0040 0.0342 -0.056
N -3.872506 -3.976658 -1.786441 -0.0270 -0.0553 0.0025 -0.192
C -2.763960 -4.589391 -1.071107 -0.0116 0.0439 -0.0128 -0.034
C -3.770770 -2.679701 -2.119229 0.0400 -0.0102 0.0499 -0.332
O -2.803487 -1.985448 -1.856722 -0.0429 0.0654 -0.0774 -0.004
H -5.507527 -5.157992 -1.205810 -0.0240 -0.0030 -0.0093 0.091
H -4.764848 -5.614145 -2.750179 -0.0231 -0.0038 -0.0112 0.091
H -5.761592 -4.155180 -2.642328 -0.0043 0.0026 -0.0030 0.083
H -2.586631 -4.073536 -0.126996 0.0122 -0.0050 0.0047 0.092
H -1.849157 -4.529812 -1.661786 0.0083 -0.0114 0.0066 0.092
H -3.002453 -5.632192 -0.876440 -0.0055 -0.0021 -0.0009 0.087
H -4.652806 -2.293200 -2.656393 0.0053 -0.0048 -0.0025 0.137
C -2.637185 0.809941 -3.603866 0.0592 0.1223 -0.0719 -0.058
N -1.740719 1.466984 -4.534190 -0.0395 -0.0189 0.0237 -0.192
C -1.882271 2.891123 -4.781188 0.0351 -0.0475 -0.0245 -0.039
C -0.771688 0.795976 -5.183557 0.0232 -0.0260 -0.0375 -0.341
O -0.000947 1.300832 -5.980815 -0.0137 0.0285 0.0247 -0.001
H -3.673316 0.911528 -3.935575 -0.0129 -0.0165 0.0276 0.091
H -2.545171 1.249218 -2.608589 -0.0307 -0.0333 0.0244 0.089
H -2.393257 -0.246686 -3.531293 0.0120 -0.0009 0.0398 0.058
H -2.081834 3.080787 -5.836645 -0.0025 0.0163 0.0009 0.094
H -0.967887 3.421201 -4.512048 -0.0100 0.0200 0.0112 0.083
H -2.706363 3.273573 -4.183834 -0.0036 0.0003 0.0008 0.086
H -0.737840 -0.274830 -4.924484 -0.0001 0.0049 0.0034 0.136
C 0.786234 2.522586 8.231381 0.0363 0.1355 0.1132 -0.067
N 0.590763 3.805605 8.877791 0.0219 -0.0638 -0.0090 -0.197
C 1.397504 4.150112 10.034555 -0.0376 0.0235 -0.0275 -0.045
C -0.318242 4.699626 8.444879 -0.0403 0.0453 -0.0186 -0.360
O -0.516529 5.784787 8.956579 0.0089 -0.0201 0.0016 0.008
H 0.589599 1.702534 8.922341 -0.0047 -0.0301 -0.0278 0.087
H 1.807988 2.429528 7.859967 -0.0129 -0.0518 -0.0362 0.093
H 0.103053 2.436385 7.388736 -0.0033 -0.0067 -0.0062 0.078
H 0.763900 4.336367 10.902267 0.0113 0.0009 0.0112 0.091
H 1.975499 5.054707 9.843239 0.0093 -0.0002 0.0126 0.092
H 2.074413 3.326775 10.250429 0.0008 -0.0040 -0.0022 0.085
H -0.880417 4.348973 7.561964 0.0058 -0.0039 0.0035 0.131
C 1.772995 4.220765 -5.946224 -0.0696 0.0448 -0.0921 -0.057
N 1.399987 5.566496 -6.340001 0.0086 -0.0582 0.0047 -0.198
C 0.992423 5.814847 -7.711124 -0.0010 0.0231 0.0419 -0.044
C 1.413359 6.602235 -5.480540 0.0082 0.0475 0.0281 -0.365
O 1.103180 7.742568 -5.769563 -0.0049 -0.0192 -0.0028 0.005
H 2.630596 3.874069 -6.526590 0.0214 -0.0158 0.0286 0.091
H 0.948242 3.524661 -6.101826 0.0466 -0.0596 0.0136 0.057
H 2.042861 4.212384 -4.891271 0.0056 0.0147 0.0062 0.085
H 1.650319 6.547201 -8.180166 -0.0054 -0.0004 -0.0144 0.091
H -0.023218 6.210754 -7.743669 -0.0017 0.0018 -0.0162 0.090
H 1.034399 4.880255 -8.265494 -0.0023 -0.0051 0.0036 0.086
H 1.738367 6.315707 -4.465258 -0.0002 -0.0050 -0.0057 0.130